Computed, not measured: a structure of composition C30H44N10S3TeY, with ωB97M-V with the def2-TZVPD basis set.

Total charge   -1
Orbital gap   4.9964 eV
Lowest unoccupied orbital energy   2.05 eV

The geometry in XYZ format:
```
89
C30H44N10S3TeY ωB97M-V with the def2-TZVPD basis set
Y 0.444 -0.301 -1.252
C 1.122 3.236 -1.191
N 2.161 2.177 -1.279
C 2.928 2.116 -0.034
C 3.563 0.767 0.194
N 2.628 -0.237 0.734
C 2.015 0.221 1.995
C 3.363 -1.480 0.960
C 4.299 -1.510 1.997
C 5.025 -2.650 2.293
C 4.808 -3.789 1.520
C 3.888 -3.762 0.487
C 3.133 -2.609 0.167
S 2.004 -2.683 -1.160
C 3.021 2.446 -2.422
C 3.795 3.609 -2.420
C 4.616 3.945 -3.481
C 4.664 3.086 -4.578
C 3.894 1.936 -4.593
C 3.040 1.582 -3.525
S 2.103 0.120 -3.633
H 0.624 3.329 -2.146
H 1.566 4.206 -0.909
H 0.360 2.960 -0.471
H 2.259 2.371 0.789
H 3.728 2.857 -0.020
H 4.405 0.894 0.885
H 3.961 0.385 -0.746
H 2.725 0.757 2.639
H 1.656 -0.649 2.539
H 1.167 0.871 1.802
H 4.466 -0.617 2.588
H 5.745 -2.649 3.104
H 5.359 -4.700 1.728
H 3.716 -4.645 -0.119
H 3.746 4.276 -1.568
H 5.199 4.859 -3.458
H 5.306 3.316 -5.421
H 3.929 1.263 -5.444
C -3.632 3.406 4.280
C -2.676 2.831 3.268
C -1.390 3.328 3.114
C -0.551 2.754 2.164
N -0.910 1.751 1.372
C -2.154 1.284 1.508
C -3.050 1.783 2.441
H -3.193 4.254 4.805
H -3.911 2.654 5.022
H -4.551 3.742 3.796
H -1.037 4.157 3.722
H 0.460 3.135 2.036
H -2.451 0.497 0.819
H -4.048 1.355 2.500
C -4.168 -1.666 3.134
C -3.788 -3.109 3.451
C -4.479 -4.088 2.501
C -2.266 -3.273 3.467
N -1.587 -2.743 2.280
C -0.939 -1.604 2.149
N -0.615 -1.463 0.898
N -1.067 -2.577 0.259
N -1.652 -3.353 1.087
H -5.247 -1.529 3.251
H -3.915 -1.404 2.099
H -3.667 -0.959 3.809
H -4.096 -3.342 4.474
H -4.144 -3.940 1.473
H -5.562 -3.939 2.531
H -4.270 -5.127 2.778
H -1.985 -4.319 3.562
H -1.854 -2.727 4.312
H -0.741 -0.905 2.950
S -1.228 -2.468 -3.010
C -1.442 -1.490 -4.368
N -2.653 -1.168 -4.873
C -2.567 0.030 -5.718
C -1.062 0.101 -6.020
N -0.509 -0.882 -5.093
H -3.430 -1.282 -4.244
H -2.883 0.906 -5.156
H -3.172 -0.068 -6.620
H -0.654 1.087 -5.807
H -0.832 -0.164 -7.053
H 0.434 -0.774 -4.747
Te -1.672 1.201 -2.252
N -3.912 -1.275 -0.426
H -3.895 -0.376 -0.905
H -4.718 -1.790 -0.765
H -3.098 -1.753 -0.807
```

***

Computed, not measured: an isolated molecule of C4H4FN, with ωB97M-V with the def2-TZVPD basis set.

SMILES string   C=C(F)CC#N
Orbital gap   11.2144 eV
Lowest unoccupied orbital energy   0.64 eV

The geometry in XYZ format:
```
10
C4H4FN ωB97M-V with the def2-TZVPD basis set
C -1.171 -1.251 -0.381
C -0.547 -0.332 0.297
F -0.660 -0.258 1.659
C 0.400 0.710 -0.215
C 1.631 0.989 0.523
N 2.644 1.223 0.998
H -1.807 -1.961 0.109
H -1.018 -1.333 -1.436
H -0.152 1.695 -0.288
H 0.681 0.517 -1.265
```

***

Computed, not measured: an isolated molecule of C19H21ClN4O3, with ωB97M-V with the def2-TZVPD basis set.

SMILES string   O=C(CN1CCN(c2ccccc2O)CC1)NNC(=O)c1ccc(Cl)cc1
Orbital gap   8.7229 eV
Lowest unoccupied orbital energy   0.33 eV

The geometry in XYZ format:
```
48
C19H21ClN4O3 ωB97M-V with the def2-TZVPD basis set
O -1.049 2.872 -0.980
C -0.777 2.017 -0.158
C -1.624 0.782 0.113
N -0.805 -0.304 0.617
C -0.006 -0.955 -0.411
C -0.818 -1.921 -1.284
N -1.430 -2.914 -0.421
C -1.975 -4.064 -1.056
C -2.493 -4.086 -2.342
C -2.999 -5.261 -2.874
C -2.996 -6.421 -2.121
C -2.466 -6.421 -0.843
C -1.943 -5.253 -0.312
O -1.389 -5.264 0.929
C -2.332 -2.270 0.528
C -1.516 -1.304 1.394
N 0.304 2.101 0.638
N 1.189 3.165 0.528
C 2.270 3.234 1.340
O 2.498 2.356 2.155
C 3.125 4.436 1.161
C 3.183 5.167 -0.024
C 4.009 6.270 -0.122
C 4.780 6.650 0.968
Cl 5.802 8.034 0.844
C 4.745 5.925 2.150
C 3.923 4.819 2.236
H -2.355 1.057 0.879
H -2.180 0.554 -0.807
H 0.455 -0.190 -1.039
H 0.784 -1.514 0.097
H -0.155 -2.429 -1.987
H -1.566 -1.353 -1.860
H -2.509 -3.183 -2.934
H -3.400 -5.264 -3.876
H -3.399 -7.335 -2.532
H -2.434 -7.319 -0.248
H -0.935 -4.415 1.046
H -2.805 -3.028 1.155
H -3.131 -1.719 0.003
H -2.167 -0.802 2.113
H -0.763 -1.871 1.949
H 0.573 1.382 1.300
H 0.865 3.881 -0.110
H 2.609 4.869 -0.889
H 4.060 6.835 -1.039
H 5.357 6.224 2.986
H 3.883 4.231 3.141
```

***

Computed, not measured: an isolated molecule of C2H4N4, with ωB97M-V with the def2-TZVPD basis set.

SMILES string   Nc1ncn[nH]1
Orbital gap   9.6609 eV
Lowest unoccupied orbital energy   0.75 eV

The geometry in XYZ format:
```
10
C2H4N4 ωB97M-V with the def2-TZVPD basis set
N 0.722 -1.246 -1.005
C 0.221 -0.218 -0.239
N -0.606 0.660 -0.765
C -1.088 1.307 0.329
N -0.586 0.927 1.496
N 0.296 -0.065 1.100
H 1.647 -1.615 -0.864
H 0.490 -1.097 -1.979
H -1.886 2.053 0.199
H 0.789 -0.708 1.728
```

***

Computed, not measured: a structure of composition C18H29ClNO2P2Zr, with ωB97M-V with the def2-TZVPD basis set.

Total charge   +3
Orbital gap (alpha / beta)   4.3023 / 4.3130 eV
Lowest unoccupied orbital energy (alpha / beta)   -13.98 / -13.96 eV

The geometry in XYZ format:
```
54
C18H29ClNO2P2Zr ωB97M-V with the def2-TZVPD basis set
Zr -0.535 -0.149 0.681
P -1.070 1.715 -1.109
C -0.852 0.537 -2.508
C 0.478 -0.173 -2.447
N 0.849 -0.675 -1.243
C 1.961 -1.445 -1.181
C 2.774 -1.643 -2.294
C 2.419 -1.093 -3.519
C 1.241 -0.359 -3.595
C 2.327 -2.132 0.120
P 0.872 -2.327 1.239
H 0.884 0.088 -4.522
H 3.669 -2.252 -2.169
H 3.039 -1.239 -4.400
H 2.726 -3.138 -0.088
H 3.111 -1.566 0.651
H -1.671 -0.274 -2.357
H -0.975 1.089 -3.454
H -2.480 -2.491 -0.669
O -2.134 -1.773 -1.425
H -2.655 -1.997 -2.213
H -2.603 -2.346 1.175
O -2.642 -3.187 0.566
H -3.326 -3.784 0.917
C 0.214 -3.896 0.596
H 0.891 -4.718 0.862
H -0.789 -4.055 1.010
H 0.107 -3.840 -0.495
C 1.627 -2.815 2.810
H 0.841 -2.805 3.576
H 2.057 -3.823 2.742
H 2.406 -2.096 3.098
C 0.130 3.028 -1.486
H -0.238 3.615 -2.338
H 0.238 3.679 -0.610
H 1.113 2.605 -1.726
C -2.656 2.515 -1.411
H -2.989 2.966 -0.468
H -2.542 3.297 -2.174
H -3.399 1.774 -1.734
Cl -2.597 -0.549 1.870
C -0.839 1.676 2.018
C -1.759 2.507 2.603
C -1.361 3.803 2.962
C -0.040 4.211 2.758
C 0.911 3.333 2.235
C 0.520 2.026 1.889
C 1.391 0.964 1.336
H -2.783 2.179 2.776
H -2.090 4.488 3.399
H 0.255 5.229 3.019
H 1.950 3.640 2.087
H 2.081 1.285 0.543
H 1.943 0.388 2.097
```

***

Computed, not measured: the ion C2H6N5 with charge +1, with ωB97M-V with the def2-TZVPD basis set.

Total charge   +1
SMILES string   N#C[N+](N)=C(N)N
Orbital gap   11.3525 eV
Lowest unoccupied orbital energy   -3.76 eV

The geometry in XYZ format:
```
13
C2H6N5 ωB97M-V with the def2-TZVPD basis set
N -3.024 -0.158 0.085
C -1.883 -0.019 0.026
N -0.619 0.381 -0.091
N -0.189 1.703 -0.004
C 0.450 -0.549 -0.108
N 1.552 0.140 0.127
N 0.300 -1.891 -0.068
H -0.646 2.267 -0.745
H -0.233 2.192 0.832
H 2.440 -0.450 0.222
H 1.393 1.131 0.206
H 1.030 -2.530 -0.110
H -0.571 -2.216 -0.373
```

***

Computed, not measured: a cluster of 5 separate species, C6H19NO5 in total, with ωB97M-V with the def2-TZVPD basis set.

SMILES string   NCC/C=C/C=C/O.O.O.O.O
Orbital gap   8.1162 eV
Lowest unoccupied orbital energy   -0.04 eV

The geometry in XYZ format:
```
31
C6H19NO5 ωB97M-V with the def2-TZVPD basis set
N 2.988 -0.913 -0.200
C 2.954 -1.019 1.292
C 2.096 -2.195 1.830
C 0.662 -2.177 1.532
C 0.056 -1.023 1.161
C -1.344 -0.850 0.884
C -2.283 -1.762 0.701
O -3.541 -1.314 0.499
H 3.886 -1.156 -0.557
H 2.304 -1.319 -0.813
H 2.749 -0.036 1.742
H 3.924 -1.282 1.640
H 2.677 -3.133 1.605
H 2.195 -2.115 2.982
H 0.066 -3.034 1.715
H 0.590 -0.052 1.261
H -1.841 0.179 1.271
H -2.105 -2.784 0.805
H -3.674 -0.361 0.456
O -2.111 1.576 -0.627
H -1.359 0.926 -0.777
H -2.501 1.682 -1.489
O -0.034 4.146 0.473
H -0.868 3.999 0.927
H -0.060 3.380 -0.107
O 0.872 3.154 -2.685
H 0.039 3.392 -3.024
H 1.321 2.327 -2.668
O -2.625 0.554 -3.676
H -2.005 0.045 -3.074
H -3.028 1.167 -3.078
```

***

Computed, not measured: a cluster of 2 separate species, C3H7O2S in total, with ωB97M-V with the def2-TZVPD basis set.

Total charge   -1
Orbital gap   7.0252 eV
Lowest unoccupied orbital energy   3.98 eV

The geometry in XYZ format:
```
13
C3H7O2S ωB97M-V with the def2-TZVPD basis set
O 0.193 -2.493 -0.922
C -0.235 -1.646 -0.173
C 0.403 -1.250 1.130
C 0.719 0.281 1.121
S -0.756 1.350 0.821
H -1.152 -1.125 -0.487
H 1.344 -1.809 1.099
H -0.229 -1.482 1.983
H 1.396 0.419 0.275
H 1.245 0.475 2.054
H -0.014 1.602 -1.484
H 0.965 1.079 -2.531
O 0.286 1.788 -2.418
```